Record 1
ORCA calculation (ωB97M-V/def2-TZVPD) on a 2-piece molecular cluster, C6H6N2O2 overall in a non-equilibrium geometry.

```
16
Properties=species:S:1:pos:R:3:forces:R:3
O -2.3600 -2.3533 0.0197 4.4 0.6 0.4
C -1.1701 -1.9340 0.1633 -4.7 2.4 -1.6
C -0.1499 -2.4233 0.9975 2.4 -1.4 1.5
C 0.8084 -1.5684 1.5224 -3.6 2.0 -2.4
N 0.7368 -0.1637 1.1205 -0.1 0.3 0.7
C -0.2644 0.4678 0.2746 1.7 -2.5 -1.3
O -0.3586 1.6514 0.0134 -0.3 -2.1 1.7
N -0.8886 -0.5997 -0.4800 -5.6 2.0 1.9
H -0.2503 -3.5181 1.2348 0.4 1.4 0.1
H 1.4380 -1.7823 2.3490 0.7 -0.2 0.2
H 1.2429 0.5664 1.6329 0.0 -0.9 0.0
H -2.0293 -0.1446 -0.5455 4.3 -2.0 -0.6
C 0.4123 3.0261 -2.5376 1.7 -0.5 1.6
C 1.1359 2.8597 -1.5815 -0.2 0.8 -1.2
H -0.1220 3.0695 -3.4349 -0.6 0.1 -0.5
H 1.8188 2.8465 -0.7485 -0.5 -0.1 -0.4
```
Positions in Å, forces in eV/Å.

Summary:
largest force on an atom: 6.2 eV/Å
E_tot: -13390.79603 eV
molar mass: 138.126 g mol⁻¹
relative energy (zero: lowest compared OMol25 entry of this formula, charge and spin): 3.831 eV
E_HOMO: -9.61 eV

These are the Mulliken partial charges, in e, on atoms 1 to 4: O -0.597; C 0.522; C -0.408; C -0.237

Record 2
ORCA calculation (ωB97M-V/def2-TZVPD) on one molecule with the formula C6H6N2O2 in a non-equilibrium geometry.

```
16
Properties=species:S:1:pos:R:3:forces:R:3
C -3.0498 0.0702 0.1356 3.9 0.1 1.4
C -1.8835 -0.5911 -0.1574 -1.0 0.0 -1.1
C -0.4940 -0.0856 -0.0245 -0.6 -2.3 1.3
C -0.0941 1.2036 0.0027 0.2 -2.0 -0.8
C 1.2889 1.4915 -0.0285 -0.1 2.4 1.1
O 1.6012 2.6922 0.0269 1.5 -2.2 -0.5
N 2.1141 0.3412 -0.0089 -0.5 3.5 -0.5
C 1.6240 -0.8603 0.0003 -1.4 -3.5 1.2
O 2.5746 -1.7915 0.0422 -0.3 -3.0 0.7
N 0.3916 -1.2346 0.1109 -0.7 2.8 -0.9
H -2.8680 0.9394 0.8938 -1.1 -1.3 -1.9
H -3.9656 -0.3500 -0.2136 -0.7 0.1 0.3
H -1.8034 -1.5972 -0.6919 -0.8 1.5 0.6
H -0.6457 2.0717 -0.2159 -1.2 0.5 0.1
H 3.0729 0.4031 -0.1739 1.8 0.5 -0.1
H 2.1369 -2.7028 0.3022 1.0 2.8 -0.9
```
Positions in Å, forces in eV/Å.

Summary:
largest force on an atom: 4.2 eV/Å
E_tot: -13393.34464 eV
molar mass: 138.126 g mol⁻¹
relative energy (zero: lowest compared OMol25 entry of this formula, charge and spin): 1.282 eV
E_HOMO: -9.04 eV

These are the Mulliken partial charges, in e, on atoms 1 to 4: C -0.727; C -0.158; C 0.605; C -0.505

Record 3
ORCA calculation (ωB97M-V/def2-TZVPD) on one molecule with the formula C6H6N2O2S in a non-equilibrium geometry.

```
17
Properties=species:S:1:pos:R:3:forces:R:3
O 0.2533 0.1130 -2.7858 -0.3 0.3 0.2
N 1.2263 -0.4482 -2.3511 1.6 -1.0 -2.0
O 2.0816 -1.0237 -3.0080 -0.5 0.4 -0.4
N 1.4661 -0.4521 -1.0201 -2.8 1.1 3.2
S 2.4723 -1.6552 -0.4024 0.2 -1.0 0.4
C 0.2311 -0.0694 -0.1809 -0.7 -1.6 -1.3
C 0.4384 0.7095 0.9035 1.1 1.1 1.6
C -0.5859 1.1084 1.8161 4.5 1.6 1.8
C -1.8382 0.7212 1.5998 -1.4 0.2 0.5
C -2.0928 -0.0132 0.4492 -0.9 -1.1 0.1
C -1.1327 -0.5520 -0.3922 0.5 1.7 -0.7
H 3.5066 -0.9913 0.1578 -0.3 0.5 -0.4
H 1.4678 1.0319 1.1671 -0.7 -0.2 -0.5
H -0.1464 1.7534 2.7423 -1.7 -1.6 -2.2
H -2.6298 0.9817 2.3040 0.1 0.0 -0.4
H -3.1566 -0.2106 0.3104 0.3 -0.3 -0.5
H -1.5611 -1.0033 -1.3098 1.0 -0.1 0.7
```
Positions in Å, forces in eV/Å.

Summary:
largest force on an atom: 5.1 eV/Å
E_tot: -24224.65594 eV
molar mass: 170.193 g mol⁻¹
relative energy (zero: lowest compared OMol25 entry of this formula, charge and spin): 3.804 eV
E_HOMO: -9.54 eV

These are the Mulliken partial charges, in e, on atoms 1 to 4: O -0.579; N 1.072; O -0.634; N -0.089

Record 4
ORCA calculation (ωB97M-V/def2-TZVPD) on a 2-piece molecular cluster, C6H6N2OS overall in a non-equilibrium geometry.

```
16
Properties=species:S:1:pos:R:3:forces:R:3
N -0.1872 2.0924 0.8960 -0.4 1.0 0.0
C -0.3825 0.9950 0.6116 0.0 0.2 0.4
C -0.3006 -0.3811 0.8819 -0.2 -0.5 2.0
C 0.1532 -0.6468 2.1414 0.0 -1.8 -1.5
S 0.2221 -2.2907 2.4436 -1.0 -0.8 -0.5
C -0.6046 -2.5143 0.8553 2.0 -5.6 3.2
N -0.7118 -1.4822 0.2237 -1.5 3.2 -3.7
H 0.5872 -0.0315 2.8160 1.0 2.2 1.8
H -0.6992 -3.6081 0.5723 -0.4 1.7 -0.1
C -0.5541 0.8154 -1.7479 2.9 2.2 -0.4
C 0.8127 0.8887 -1.7809 -3.0 0.9 1.0
O 1.5020 1.8526 -1.1581 1.2 0.1 -0.4
H -1.1659 1.6686 -1.5577 -0.2 0.4 0.5
H -0.9510 0.1485 -2.3913 -1.4 -2.5 -1.6
H 1.3145 0.0597 -2.2491 0.9 0.2 0.1
H 0.9651 2.4337 -0.5568 0.1 -0.9 -0.8
```
Positions in Å, forces in eV/Å.

Summary:
largest force on an atom: 6.8 eV/Å
E_tot: -22178.95918 eV
molar mass: 154.194 g mol⁻¹
relative energy (zero: lowest compared OMol25 entry of this formula, charge and spin): 2.550 eV
E_HOMO: -8.67 eV

These are the Mulliken partial charges, in e, on atoms 1 to 4: N -0.733; C 0.605; C 0.120; C -0.300

Record 5
ORCA calculation (ωB97M-V/def2-TZVPD) on one molecule with the formula C6H6N4S in a non-equilibrium geometry.

```
17
Properties=species:S:1:pos:R:3:forces:R:3
C -2.2546 0.7420 0.6964 0.6 -1.4 1.0
N -0.8968 0.9489 0.2462 -0.9 0.2 1.3
C -0.4391 0.8489 -1.0134 -0.7 -0.5 0.7
N 0.8466 0.9386 -1.0611 1.7 0.3 0.0
C 1.2321 1.1574 0.2281 -0.3 0.3 1.4
N 2.5148 1.4159 0.7196 0.4 0.3 0.1
C 3.4578 0.6096 0.4942 1.0 0.2 1.1
N 3.3228 -0.5305 -0.2308 -0.1 -0.1 0.2
C 2.5668 -1.3555 -0.6390 1.2 -1.5 -1.5
S 2.1728 -2.6591 -1.4485 -0.8 0.4 0.5
C 0.1392 1.1571 1.0943 1.3 -0.1 -3.2
H -2.8304 1.2105 -0.0473 -1.5 0.3 -0.7
H -2.4005 -0.3760 0.7455 -0.4 1.2 0.0
H -2.4581 1.1935 1.7039 0.4 -0.4 -1.1
H -1.0945 0.5803 -1.7989 -0.4 0.0 -0.8
H 4.4718 0.6767 0.9916 -1.3 0.4 -0.7
H 0.0234 1.3805 2.0958 -0.1 0.3 1.7
```
Positions in Å, forces in eV/Å.

Summary:
largest force on an atom: 3.5 eV/Å
E_tot: -23113.37428 eV
molar mass: 166.209 g mol⁻¹
relative energy (zero: lowest compared OMol25 entry of this formula, charge and spin): 2.114 eV
E_HOMO: -8.31 eV

These are the Mulliken partial charges, in e, on atoms 1 to 4: C -0.851; N 0.097; C -0.107; N -0.581

Record 6
ORCA calculation (ωB97M-V/def2-TZVPD) on one molecule with the formula C6H6N4S in a non-equilibrium geometry.

```
17
Properties=species:S:1:pos:R:3:forces:R:3
C 2.4174 0.9336 -1.2875 0.6 -0.3 1.2
C 1.4158 1.1600 -2.2493 -0.6 -0.8 0.3
C -0.3440 -0.7588 0.1057 0.0 -2.4 -1.1
C 1.8539 0.1910 -0.2581 0.5 0.3 -1.7
C -0.5365 -0.9262 2.3153 -0.4 -0.2 4.4
C -2.1312 -0.0414 1.0967 -3.5 -0.7 0.4
N 0.1394 -1.1811 1.2938 2.3 0.2 -2.9
N 0.3466 0.4935 -1.8377 -2.3 0.4 -1.7
N -1.6785 -0.2555 2.2455 -0.8 1.1 0.3
N 0.5977 -0.0866 -0.6599 -0.2 0.7 -1.3
S -3.8508 0.1785 0.8172 0.5 0.8 0.4
H 3.4363 1.2121 -1.3735 0.6 0.3 0.2
H 1.4462 1.7266 -3.2304 -0.2 -0.9 1.6
H -1.2020 -1.3865 -0.3898 1.8 1.9 0.4
H 2.0711 -0.4484 0.5401 1.5 0.0 1.4
H -0.2047 -1.0893 3.3640 0.1 -0.4 -1.0
H -3.7766 0.2786 -0.4920 0.0 0.0 -0.7
```
Positions in Å, forces in eV/Å.

Summary:
largest force on an atom: 4.5 eV/Å
E_tot: -23108.24426 eV
molar mass: 166.209 g mol⁻¹
relative energy (zero: lowest compared OMol25 entry of this formula, charge and spin): 0.739 eV
expectation value of S²: 2.02
E_HOMO (alpha / beta): -5.96 / -9.55 eV
2S+1: 3

These are the Mulliken partial charges, in e, on atoms 1 to 4: C -0.840; C -0.047; C 0.244; C -0.141

Record 7
ORCA calculation (ωB97M-V/def2-TZVPD) on an isolated ion of composition C6H6NO3 and charge -1 in a non-equilibrium geometry.

```
16
Properties=species:S:1:pos:R:3:forces:R:3
C 1.3436 -1.3760 0.3483 -4.8 -3.8 -0.1
C -0.0303 -0.6990 0.0795 1.4 -0.4 1.5
O -1.1189 -1.4101 0.4136 0.0 0.3 0.0
C -2.3941 -0.7026 0.1201 -0.2 -3.1 -0.9
O -3.2710 -1.4941 -0.2239 0.5 0.8 0.6
N -2.3934 0.5673 0.2233 -1.1 2.3 0.7
C -1.3056 1.3523 0.2247 1.7 -0.7 -1.1
O -1.2404 2.5457 0.5306 -0.2 -0.5 -0.1
C -0.0513 0.5886 -0.2258 -1.4 1.3 0.0
C 1.2197 1.2182 -0.6506 -0.5 2.3 1.2
H 1.6130 -1.4818 1.3760 0.3 1.0 0.9
H 2.0683 -1.0238 -0.2906 1.7 0.4 -1.2
H 1.0216 -2.4865 0.2074 1.2 1.4 -0.6
H 1.8389 1.2662 0.2468 1.1 -0.7 -0.5
H 1.1282 2.3002 -0.7926 -0.7 0.0 -0.3
H 1.5715 0.8355 -1.5868 0.9 -0.5 -0.1
```
Positions in Å, forces in eV/Å.

Summary:
largest force on an atom: 6.1 eV/Å
E_tot: -13952.85322 eV
molar mass: 140.118 g mol⁻¹
relative energy (zero: lowest compared OMol25 entry of this formula, charge and spin): 0.575 eV
E_HOMO: -4.48 eV
net charge: -1

These are the Mulliken partial charges, in e, on atoms 1 to 4: C -1.342; C 0.497; O -0.429; C 0.534

Record 8
ORCA calculation (ωB97M-V/def2-TZVPD) on an isolated ion of composition C6H6NO3 and charge -1 in a non-equilibrium geometry.

```
16
Properties=species:S:1:pos:R:3:forces:R:3
C 1.2991 0.6256 -0.5732 0.0 -1.3 -0.2
C 0.0221 0.0520 -0.0057 1.0 0.8 -0.8
C -0.0385 -0.8948 0.9709 -2.2 0.3 -1.1
N -1.3230 -1.2944 1.1773 0.5 2.2 -0.5
C -2.1266 -0.4379 0.4399 0.6 0.0 -1.2
C -3.5958 -0.5275 0.3457 0.3 -0.4 -0.5
O -4.1623 -1.3210 1.1041 -0.6 -0.1 0.3
O -4.0885 0.1756 -0.6000 0.0 0.3 0.1
C -1.2930 0.3534 -0.4074 -1.6 -1.4 1.9
O -1.8124 1.1605 -1.3614 -0.4 -0.3 0.5
H 0.9993 1.0548 -1.5605 0.8 -0.8 0.3
H 1.5116 1.5285 0.0159 0.9 -0.5 0.0
H 2.1318 -0.2788 -0.5798 -1.8 2.9 -0.2
H 0.6968 -1.4792 1.3188 2.8 -1.8 1.4
H -1.5426 -2.0992 1.7101 -0.8 -0.2 0.4
H -2.8228 0.9088 -1.2222 0.5 0.3 -0.3
```
Positions in Å, forces in eV/Å.

Summary:
largest force on an atom: 3.6 eV/Å
E_tot: -13953.17263 eV
molar mass: 140.118 g mol⁻¹
relative energy (zero: lowest compared OMol25 entry of this formula, charge and spin): 0.255 eV
E_HOMO: -3.68 eV
net charge: -1

These are the Mulliken partial charges, in e, on atoms 1 to 4: C -1.033; C 0.129; C -0.920; N 0.044